# 1
Entry from OMol25: 15 unconnected molecules or ions with the total composition C20H70O15 at a distorted geometry (wB97M-V/def2-TZVPD).

Each line ends with the Mulliken charge.
Positions of all 105 atoms, in Å:
C1 -2.8763 3.0376 2.4659  -0.478
O1 -1.9906 2.2820 3.3159  -0.499
H1 -3.8583 2.6507 2.7378  0.228
H2 -2.7883 4.1149 2.6067  0.215
H3 -2.6949 2.7104 1.4421  0.206
H4 -1.1859 2.0763 2.8345  0.309
C2 4.8246 2.4679 -3.4536  -0.434
O2 5.3070 3.7813 -3.4923  -0.498
H5 5.0072 2.0143 -4.4278  0.226
H6 5.3261 1.8442 -2.7136  0.199
H7 3.7480 2.3974 -3.2986  0.213
H8 5.2703 4.0771 -2.5797  0.295
C3 -4.1199 -2.6674 -3.6283  -0.507
O3 -3.2821 -3.6407 -4.2949  -0.509
H9 -3.5282 -2.0221 -2.9790  0.163
H10 -4.6367 -2.0765 -4.3845  0.291
H11 -4.9860 -3.0312 -3.0754  0.264
H12 -3.0312 -4.2707 -3.6154  0.285
C4 -3.6237 -2.0754 3.7068  -0.409
O4 -4.1801 -3.1787 3.0596  -0.512
H13 -2.7254 -1.7816 3.1639  0.166
H14 -4.2531 -1.1861 3.7414  0.248
H15 -3.3625 -2.5146 4.6696  0.212
H16 -4.6149 -2.8317 2.2772  0.287
C5 0.6702 5.7014 0.2457  -0.601
O5 -0.5209 5.4813 -0.5546  -0.450
H17 0.9020 5.0018 1.0488  0.196
H18 1.6076 5.6735 -0.3099  0.253
H19 0.6841 6.6950 0.6936  0.327
H20 -1.2604 5.9333 -0.1419  0.287
C6 6.3868 -2.2711 -2.0157  -0.554
O6 7.1790 -1.1448 -1.6365  -0.513
H21 6.9356 -3.1845 -1.7862  0.297
H22 5.5036 -2.2750 -1.3770  0.234
H23 6.0084 -2.3142 -3.0370  0.246
H24 7.4719 -1.3137 -0.7380  0.291
C7 5.3980 2.0498 2.0098  -0.468
O7 6.2030 3.1106 2.5493  -0.521
H25 4.7788 1.6128 2.7932  0.222
H26 4.6932 2.4002 1.2558  0.171
H27 6.0534 1.3201 1.5345  0.295
H28 6.6821 2.7147 3.2809  0.302
C8 2.1137 -5.1014 -2.8432  -0.426
O8 3.4812 -5.2731 -2.5300  -0.515
H29 1.8747 -4.0379 -2.8530  0.202
H30 1.9601 -5.4788 -3.8542  0.283
H31 1.5312 -5.6026 -2.0702  0.148
H32 3.9145 -5.3966 -3.3777  0.308
C9 -2.4509 -5.6920 -0.2742  -0.441
O9 -2.3063 -6.2158 -1.6046  -0.488
H33 -2.3569 -4.6201 -0.4480  0.115
H34 -3.4295 -5.9596 0.1241  0.289
H35 -1.6640 -5.9791 0.4233  0.276
H36 -2.3377 -7.1708 -1.5119  0.269
C10 -3.4701 3.0796 -3.3920  -0.475
O10 -2.0707 3.0389 -3.0475  -0.443
H37 -4.0436 2.9480 -2.4745  0.194
H38 -3.5636 4.0391 -3.9006  0.290
H39 -3.6370 2.2518 -4.0812  0.180
H40 -1.7996 3.7271 -2.4356  0.264
C11 0.9888 -2.4223 6.0442  -1.048
C12 1.1891 -3.2717 4.7885  -0.233
O11 1.8056 -2.5333 3.7709  -0.497
H41 1.9889 -2.1129 6.3477  0.297
H42 0.7384 -3.0297 6.9140  0.359
H43 0.3257 -1.5727 5.8810  0.261
H44 0.2508 -3.7068 4.4443  0.275
H45 1.8646 -4.0955 5.0190  0.299
H46 2.2565 -3.1525 3.1922  0.290
C13 -7.9516 0.1963 0.8560  -1.069
C14 -6.7416 -0.1857 0.0219  -0.191
O12 -6.4415 -1.5207 0.2969  -0.479
H47 -8.0475 1.2821 0.8475  0.344
H48 -7.9105 -0.0049 1.9265  0.266
H49 -8.8232 -0.2083 0.3416  0.351
H50 -5.9124 0.4598 0.3114  0.284
H51 -6.9505 -0.0548 -1.0399  0.221
H52 -7.1700 -2.0327 -0.0619  0.282
C15 -0.3858 -0.5485 -0.3956  -0.869
C16 0.7786 0.3337 -0.1075  -0.259
O13 0.7045 0.5701 1.3119  -0.349
H53 -0.4436 -0.9007 -1.4255  0.307
H54 -1.3368 -0.0495 -0.2092  0.186
H55 -0.3505 -1.4642 0.1947  0.329
H56 0.7583 1.3255 -0.5594  0.247
H57 1.7321 -0.1194 -0.3790  0.215
H58 0.9765 -0.2419 1.7458  0.190
C17 2.1266 3.3534 5.8388  -1.026
C18 2.1820 4.5947 4.9036  -0.084
O14 2.6939 5.7710 5.6170  -0.529
H59 3.1050 3.2169 6.2994  0.365
H60 1.8938 2.4341 5.3014  0.262
H61 1.3496 3.5590 6.5750  0.296
H62 1.2141 4.7631 4.4313  0.255
H63 2.8969 4.4012 4.1039  0.175
H64 3.5141 5.4976 6.0344  0.288
C19 1.2772 0.1626 -7.1030  -1.112
C20 0.5000 -0.0572 -5.8211  0.055
O15 -0.6728 0.6786 -5.9974  -0.510
H65 2.2710 -0.1938 -6.8322  0.333
H66 1.4097 1.1637 -7.5133  0.299
H67 0.9692 -0.5443 -7.8734  0.299
H68 1.0226 0.2480 -4.9146  0.169
H69 0.3406 -1.1222 -5.6522  0.178
H70 -0.8538 1.2096 -5.2184  0.277

Properties
Net charge = 0
Multiplicity = 1
Energy above the lowest of the compared OMol25 structures with the same formula, charge and spin = 421.0 kJ/mol
Energy = -1932.26002 Ha
Gap between HOMO and LUMO = 9.9 eV
E_HOMO = -9.8 eV

---

# 2
Entry from OMol25: 20 unconnected molecules or ions with the total composition C20H80O20 at a distorted geometry (wB97M-V/def2-TZVPD).

Each line ends with the Mulliken charge.
Positions of all 120 atoms, in Å:
C1 3.9420 3.2537 4.5672  -0.363
O1 4.6060 3.8170 3.4721  -0.555
H1 3.2213 2.4905 4.2736  -0.003
H2 4.7039 2.8361 5.2255  0.357
H3 3.3729 4.0167 5.0983  0.214
H4 5.4829 3.4490 3.3404  0.259
C2 -2.5913 3.9978 -3.7148  -0.246
O2 -3.6726 4.7543 -3.2012  -0.556
H5 -2.3284 3.1738 -3.0516  -0.041
H6 -2.8370 3.5789 -4.6906  0.263
H7 -1.7216 4.6396 -3.8552  0.290
H8 -3.4811 5.1030 -2.3275  0.400
C3 1.7122 -5.0871 1.1215  -0.229
O3 2.4116 -5.3614 2.3243  -0.541
H9 2.2582 -5.4283 0.2420  0.345
H10 0.7058 -5.5051 1.1013  0.150
H11 1.6855 -4.0075 0.9743  -0.026
H12 2.3387 -6.2824 2.5855  0.290
C4 4.6783 -1.9624 -1.1458  -0.518
O4 3.9421 -0.7726 -1.4323  -0.212
H13 5.4930 -1.6979 -0.4717  0.344
H14 4.0183 -2.6425 -0.6074  0.101
H15 5.0923 -2.4005 -2.0540  0.249
H16 4.0726 -0.1819 -0.6869  0.107
C5 -6.1410 -0.9837 -0.6801  -0.484
O5 -5.0342 -1.5858 -1.3103  -0.522
H17 -6.2338 -1.4137 0.3171  0.183
H18 -5.8846 0.0721 -0.5924  0.126
H19 -7.0504 -1.1184 -1.2657  0.281
H20 -4.2403 -1.1708 -0.9652  0.463
C6 2.3559 -3.6768 -3.0772  -0.624
O6 1.1127 -4.3321 -3.3888  -0.584
H21 3.0169 -3.5950 -3.9400  0.458
H22 2.2039 -2.6737 -2.6788  0.086
H23 2.8265 -4.2276 -2.2627  0.367
H24 1.3642 -4.9945 -4.0365  0.243
C7 -1.7461 -3.8470 -1.0029  -0.696
O7 -0.4390 -3.3173 -1.0862  -0.412
H25 -1.7721 -4.9328 -1.0949  0.377
H26 -2.0956 -3.6696 0.0142  0.187
H27 -2.4718 -3.3983 -1.6813  0.228
H28 0.0496 -3.8536 -1.7149  0.146
C8 -1.5656 -3.3959 -5.0458  -0.648
O8 -0.4893 -2.5436 -4.7275  -0.644
H29 -2.3869 -2.7746 -5.4027  0.308
H30 -1.3139 -4.1550 -5.7864  0.296
H31 -1.8976 -3.9104 -4.1440  0.177
H32 0.2110 -3.0853 -4.3563  0.374
C9 -0.2705 -2.3114 4.1592  -0.360
O9 -0.8811 -1.5070 5.1504  -0.565
H33 0.1598 -1.8067 3.2942  0.118
H34 0.5451 -2.9090 4.5663  0.325
H35 -1.0310 -3.0190 3.8290  0.153
H36 -1.8343 -1.4442 5.0560  0.325
C10 0.3551 0.1238 0.1204  0.283
O10 -0.5655 -0.8778 0.5102  -0.464
H37 0.9095 -0.0770 -0.7963  0.239
H38 -0.1623 1.0770 0.0120  -0.102
H39 1.1185 0.3268 0.8715  -0.216
H40 -0.3941 -1.6345 -0.0552  0.141
C11 0.5432 4.0854 0.2573  -0.642
O11 1.5040 3.5030 1.1118  -0.422
H41 -0.4548 3.6621 0.3701  0.046
H42 0.5074 5.1630 0.4175  0.376
H43 0.9235 3.9912 -0.7599  0.343
H44 2.2570 4.0982 1.1325  0.370
C12 -3.6775 -0.1746 3.8284  -0.101
O12 -3.7522 -1.2271 4.7758  -0.573
H45 -2.7003 -0.2101 3.3470  -0.156
H46 -4.3003 -0.3318 2.9478  0.233
H47 -3.8784 0.8259 4.2115  0.310
H48 -4.6625 -1.3528 5.0536  0.298
C13 -3.2200 1.2143 -0.0658  -0.910
O13 -3.1531 -0.1926 0.0547  -0.188
H49 -2.7683 1.6567 0.8221  0.190
H50 -2.7283 1.4905 -0.9986  0.331
H51 -4.2465 1.5793 -0.0994  0.381
H52 -2.2538 -0.4550 0.2641  0.309
C14 -2.3270 -5.6049 2.4809  -0.447
O14 -2.7668 -6.6484 1.6294  -0.533
H53 -1.3541 -5.1656 2.2604  0.015
H54 -3.0133 -4.7583 2.4595  0.252
H55 -2.2838 -5.9774 3.5044  0.418
H56 -2.0641 -7.2962 1.5394  0.306
C15 -2.9874 6.7416 -0.3384  -0.634
O15 -3.2310 5.3832 -0.6078  -0.564
H57 -2.5624 7.2598 -1.1980  0.272
H58 -3.8405 7.3240 0.0097  0.293
H59 -2.2779 6.7891 0.4877  0.297
H60 -3.2890 4.9243 0.2334  0.274
C16 3.6585 0.5925 2.1345  -0.296
O16 4.6523 0.8074 1.2376  -0.516
H61 2.9660 1.4319 2.1968  -0.163
H62 3.0918 -0.3322 2.0250  0.293
H63 4.0463 0.6349 3.1523  0.501
H64 5.3454 1.2543 1.7290  0.233
C17 2.6515 1.2196 -3.9126  -0.435
O17 3.0753 -0.1140 -4.1940  -0.557
H65 1.8689 1.2584 -3.1549  -0.025
H66 3.4971 1.8740 -3.7008  0.314
H67 2.1857 1.6602 -4.7940  0.346
H68 3.3167 -0.5423 -3.3695  0.327
C18 -0.8553 0.9335 -4.6439  -0.392
O18 -1.8347 -0.1218 -4.8880  -0.573
H69 0.0031 0.6567 -5.2561  0.319
H70 -1.2729 1.8677 -5.0192  0.255
H71 -0.4616 1.0504 -3.6343  0.038
H72 -1.3789 -0.9650 -4.8338  0.500
C19 4.3394 4.8188 0.1820  -0.659
O19 3.5082 5.0209 1.2906  -0.566
H73 5.3273 5.2460 0.3536  0.322
H74 4.4428 3.7521 -0.0170  0.188
H75 3.9263 5.2576 -0.7262  0.277
H76 3.8816 4.5112 2.0133  0.460
C20 -0.0941 1.5342 3.9553  -0.125
O20 0.5079 2.8300 3.9671  -0.549
H77 -0.6745 1.3078 4.8497  0.343
H78 -0.6094 1.3860 3.0062  -0.046
H79 0.7212 0.8109 3.9692  0.174
H80 0.7928 2.9228 3.0550  0.221

Properties
Net charge = 0
Multiplicity = 1
Energy above the lowest of the compared OMol25 structures with the same formula, charge and spin = 725.3 kJ/mol
Energy = -2314.42327 Ha
Gap between HOMO and LUMO = 8.9 eV
E_HOMO = -9.1 eV

---

# 3
Entry from OMol25: a molecular structure, C21H12Cl2IN3O5Re (wB97M-V/def2-TZVPD).

Each line ends with the natural charge from an NBO analysis.
Positions of all 45 atoms, in Å:
Re1 0.6655 0.4462 1.1229  1.717
O1 -3.2689 -0.7069 0.4270  -0.574
C1 -2.1040 -0.4060 0.8873  0.829
O2 -1.1062 -0.2110 0.1554  -0.598
C2 -1.9393 -0.2965 2.3471  0.042
C3 -2.8772 -0.4615 3.3510  -0.125
C4 -2.4554 -0.2896 4.6668  -0.136
C5 -1.1298 0.0332 4.9432  -0.119
C6 -0.2580 0.1777 3.8777  0.085
N1 -0.6697 0.0121 2.6280  -0.405
C7 1.2107 0.5239 3.9403  0.746
O3 1.8238 0.7317 4.9271  -0.428
O4 1.7659 0.5403 2.6756  -0.633
H1 -3.2932 -0.7407 -0.5465  0.540
H2 -3.9017 -0.7121 3.1123  0.271
H3 -3.1625 -0.4057 5.4766  0.267
H4 -0.7721 0.1753 5.9543  0.280
Cl1 -1.0018 5.0957 0.7350  0.113
C8 0.3698 4.4184 -0.0281  -0.007
C9 1.1786 5.2265 -0.8595  -0.225
C10 2.2798 4.7158 -1.4837  0.016
Cl2 3.2463 5.7224 -2.4838  0.101
C11 2.6313 3.3451 -1.3148  -0.136
C12 3.7206 2.7005 -1.9170  -0.022
C13 3.9438 1.3575 -1.6815  -0.262
C14 3.0818 0.6541 -0.8567  0.124
N2 2.0303 1.2282 -0.2623  -0.520
C15 1.8082 2.5685 -0.4774  0.202
C16 0.6916 3.1006 0.1771  0.189
O5 -0.0291 2.2382 0.9494  -0.596
H5 0.9127 6.2658 -0.9944  0.271
H6 4.3822 3.2600 -2.5651  0.261
H7 4.7816 0.8454 -2.1311  0.261
H8 3.2378 -0.3973 -0.6550  0.222
I1 1.0612 -4.2447 -2.5662  0.282
C17 1.4450 -3.4751 -0.6774  -0.190
C18 2.0868 -4.2236 0.3033  -0.150
C19 2.3185 -3.6412 1.5378  -0.211
C20 1.9062 -2.3440 1.7693  0.053
N3 1.2804 -1.6175 0.8270  -0.504
C21 1.0623 -2.1808 -0.3763  -0.009
H9 2.4036 -5.2385 0.1033  0.261
H10 2.8223 -4.1857 2.3238  0.261
H11 2.0973 -1.8627 2.7168  0.225
H12 0.5691 -1.5687 -1.1205  0.226

Properties
Net charge = +2
Multiplicity = 2
Energy above the lowest of the compared OMol25 structures with the same formula, charge and spin = 0.0 kJ/mol
Energy = -2643.85054 Ha
Gap between HOMO and LUMO (spin up / spin down) = 6.1 / 6.5 eV
E_HOMO (spin up / spin down) = -14.2 / -14.2 eV

---

What is the formula in the second record?
C20H80O20

---

The highest multiplicity belongs to which entry?
C21H12Cl2IN3O5Re